1.
C26H37HfN2P2S5Si | ωB97M-V/def2-TZVPD

```
74
Properties=species:S:1:pos:R:3:forces:R:3:lowdin_charge:R:1
Hf 1.0895 -0.8603 -1.4657 -1.095 -0.580 -0.474 0.87
S 3.6688 3.2649 -5.6780 0.168 -0.366 0.356 0.63
C 3.0525 1.9642 -4.9026 -0.474 0.691 -0.738 -1.51
S 3.9009 0.6547 -4.1973 0.758 -0.203 -0.115 0.93
C 2.5351 -0.2956 -3.6753 0.502 -0.020 0.290 -1.17
C 1.3135 0.2070 -3.9318 -1.455 1.330 -0.268 -1.11
S -0.3006 -0.3349 -3.4211 0.832 -0.285 0.044 0.57
S 1.3283 1.7838 -4.7683 -0.195 -0.596 0.209 0.89
S 2.9254 -1.7243 -2.7833 0.254 -0.900 0.286 0.61
C -0.2054 3.1474 -1.4450 0.704 -1.583 1.219 -0.17
P 0.8696 1.8435 -0.6553 -0.157 -0.504 0.076 0.97
C 0.4113 1.8585 1.1039 -0.208 1.079 -2.164 -0.46
N 0.2519 3.0804 1.5430 -0.100 0.442 -1.503 0.13
C 0.1600 3.2404 2.8223 -0.289 -0.003 2.073 -0.23
C -0.1246 4.5208 3.3725 -0.045 0.157 -0.417 -0.01
C -0.2214 4.6930 4.6949 -0.187 0.539 1.234 -0.05
C 0.0580 3.6131 5.6167 -0.912 1.033 -1.033 -0.04
C 0.3626 2.3988 5.1075 0.466 -0.524 -0.238 0.00
C 0.3466 2.1160 3.6839 0.163 0.839 1.372 -0.17
N 0.4527 0.8618 3.2194 -0.268 0.617 -0.103 0.16
C 0.3977 0.7575 1.8921 -0.123 -2.269 1.429 -0.44
P 0.1185 -0.9316 1.1662 -1.090 0.828 -0.271 0.97
C 0.7407 -1.9908 2.4819 0.701 -0.234 -0.718 -0.24
C -1.8615 -1.0230 1.0887 0.429 0.506 1.588 -0.64
C -2.4948 -0.2077 2.2684 1.556 -0.319 -0.041 -0.07
C -2.3091 -2.4813 1.2211 -1.375 0.981 -0.078 -0.09
C -2.2714 -0.3582 -0.2039 -0.374 0.346 -0.728 -0.12
C 2.6486 2.3584 -0.4398 -0.208 0.469 0.943 -0.70
C 3.3427 1.0443 -0.0440 0.629 0.338 0.361 -0.11
C 3.1041 2.8849 -1.7813 0.408 0.001 -0.845 -0.12
C 2.9773 3.4388 0.6081 1.131 0.060 0.967 -0.08
H -0.4445 3.7909 -0.6029 0.142 0.556 -0.287 0.03
H -1.1289 2.5975 -1.7177 0.678 0.578 -0.614 0.05
H 0.4684 3.5587 -2.2023 -0.942 0.248 -0.250 0.04
H -0.2998 5.3660 2.7294 0.023 -0.045 -0.414 0.12
H -0.5074 5.7005 5.0604 0.285 -0.878 -0.039 0.13
H -0.1345 3.8434 6.6583 0.595 -0.442 0.088 0.12
H 0.7086 1.6235 5.7564 -0.272 -0.628 0.315 0.11
H 0.4040 -1.6856 3.4449 -0.589 0.195 0.675 0.04
H 1.8174 -1.7997 2.4796 0.063 -0.292 0.021 0.05
H 0.5492 -3.0438 2.2803 0.016 0.075 -0.015 0.06
H -2.2578 -0.6706 3.2476 0.154 0.384 -0.450 0.09
H -3.5636 -0.3108 2.1686 -0.440 0.402 -0.170 0.08
H -2.1298 0.8467 2.2428 -0.705 -0.683 0.172 0.08
H -1.9970 -2.8920 2.1829 0.124 -0.185 -0.209 0.08
H -1.8927 -2.9807 0.3582 -0.270 -0.748 0.155 0.01
H -3.4631 -2.4818 1.2308 1.694 -0.155 -0.260 0.13
H -1.8234 0.6369 -0.2643 0.286 0.066 -0.129 0.05
H -3.3531 -0.1019 -0.2284 0.442 -0.634 0.038 0.11
H -1.9995 -0.9395 -1.1087 -0.227 0.246 0.482 0.04
H 3.3754 0.3385 -0.8770 -0.068 -0.258 -0.146 0.01
H 2.9066 0.5883 0.8668 0.122 0.155 -0.427 0.08
H 4.4146 1.2322 0.1837 -0.556 -0.053 -0.088 0.12
H 2.4412 2.5329 -2.5652 0.292 -0.706 -0.309 -0.01
H 4.1633 2.5622 -1.9835 -1.026 0.748 -0.001 0.11
H 2.9123 3.9622 -1.9179 0.711 -0.157 0.565 0.11
H 2.9344 3.1988 1.7044 -0.195 -0.391 -1.051 0.10
H 2.4062 4.3487 0.5032 -0.283 0.211 -0.312 0.08
H 4.0481 3.7132 0.4390 -0.688 -0.140 0.033 0.11
C -2.3620 -6.0539 -0.7278 -1.156 -0.015 -0.313 -0.18
Si -2.1073 -4.8209 -2.0675 0.189 0.717 0.870 0.42
C -3.5217 -3.6398 -2.3001 1.302 1.236 -0.758 -0.16
C -1.8645 -5.5826 -3.7308 -1.402 0.036 0.587 -0.16
C -0.6695 -3.7747 -1.4654 0.828 1.164 -0.485 -0.19
C 0.1175 -2.8509 -1.2189 -0.395 -0.388 -0.204 -0.32
H -3.4106 -6.3463 -0.8571 0.093 -0.536 -0.216 0.04
H -2.3591 -5.7515 0.3209 0.772 0.008 -0.186 0.04
H -1.7056 -6.8623 -1.0374 0.020 -0.443 0.744 0.04
H -4.4399 -4.1360 -2.1668 -1.313 -0.619 0.077 0.02
H -3.4146 -3.3462 -3.3717 -0.392 0.078 0.730 0.05
H -3.5139 -2.7306 -1.6819 0.026 -0.323 -0.154 0.02
H -2.6686 -6.2790 -3.9850 -0.018 -0.054 0.262 0.06
H -0.9579 -6.0805 -3.8274 1.721 -0.927 -0.310 0.01
H -1.9440 -4.8038 -4.4505 0.212 0.732 -0.734 0.02
```
Positions in Å, forces in eV/Å.

For the energy relative to the best compared isomer or geometry (same formula, charge and spin), the calculation gives 17.9 kcal per mole. Its net charge is +1. Its calculated total energy is -112475.800 eV. Its HOMO-LUMO gap is 7.0 eV. The value obtained for the LUMO energy is -3.760 eV. For the highest occupied orbital energy, the calculation gives -10.750 eV.


2.
C26H37N4O3S2SbSe4Sn | ωB97M-V/def2-TZVPD

```
78
Properties=species:S:1:pos:R:3:forces:R:3:lowdin_charge:R:1
Sn 0.3887 -0.6934 -1.6135 0.849 0.389 -0.249 0.83
C 2.0749 2.8952 0.7645 0.102 0.084 0.027 -0.21
S 0.6166 2.1255 0.1234 -0.033 -0.229 0.098 0.94
C -0.2217 3.5513 -0.5177 0.029 0.145 -0.220 -0.24
O 1.1200 1.3452 -1.1627 -0.283 0.005 0.291 -0.90
H 1.7358 3.5289 1.5870 0.048 -0.014 -0.009 0.09
H 2.5443 3.4831 -0.0217 0.015 0.007 0.037 0.02
H 2.7206 2.1106 1.1468 -0.020 -0.001 -0.007 0.06
H -0.5728 4.1295 0.3385 0.017 -0.040 0.006 0.08
H -1.0687 3.2066 -1.1080 -0.006 0.017 0.006 0.04
H 0.4617 4.1455 -1.1251 -0.056 0.032 -0.003 0.05
Se 3.2802 3.9627 -2.8192 0.107 0.333 0.130 0.16
Sb 1.8355 2.2858 -3.4418 0.596 -0.175 -0.299 0.19
Se -0.3421 1.9576 -4.1731 -0.421 -0.135 -0.013 0.11
Se 3.0085 0.1477 -4.3154 0.013 0.393 -0.517 0.11
Se 2.8201 -1.1113 -2.4451 -0.720 -0.400 0.562 0.24
C -2.2810 -5.3070 -2.2600 -0.017 -0.018 -0.049 -0.09
C -3.5665 -5.5208 -1.4684 0.055 0.061 0.004 -0.24
C -4.3495 -4.2389 -1.1837 0.070 -0.001 -0.007 -0.19
C -3.6928 -3.2683 -0.1921 0.072 0.078 -0.139 -0.13
N -2.7877 -2.2580 -0.7943 -0.020 0.104 -0.132 0.08
C -3.0819 -1.0401 -1.2058 -0.157 -0.218 0.251 -0.64
S -1.8653 0.1643 -1.6986 -0.235 -0.302 -0.226 0.67
N -4.2914 -0.5218 -1.2995 -0.061 -0.037 0.138 0.03
C -5.6474 -1.0877 -1.0764 0.111 0.144 -0.092 -0.14
C -6.6499 -0.3841 -1.9816 0.023 -0.007 -0.043 -0.18
C -6.6504 -0.8576 -3.4356 0.038 0.019 0.000 -0.24
C -5.3795 -0.5492 -4.2244 0.025 0.000 0.030 -0.10
H -1.8201 -6.2592 -2.5239 -0.033 0.012 0.018 0.08
H -1.5320 -4.7452 -1.7005 0.040 0.082 0.036 0.04
H -2.4804 -4.7720 -3.1927 0.008 -0.008 0.032 0.08
H -3.3472 -6.0239 -0.5213 -0.010 -0.004 -0.011 0.10
H -4.2174 -6.1966 -2.0249 -0.011 0.006 0.013 0.12
H -5.3242 -4.5064 -0.7678 0.001 0.005 -0.016 0.12
H -4.5381 -3.7180 -2.1281 -0.030 -0.014 0.005 0.11
H -3.0767 -3.8108 0.5237 0.023 -0.036 0.034 0.12
H -4.4363 -2.7309 0.3875 0.010 0.008 0.050 0.11
H -1.8212 -2.5419 -0.8908 0.047 -0.063 0.033 0.07
H -4.3078 0.4379 -1.6167 -0.070 0.011 -0.006 0.11
H -5.9079 -0.9490 -0.0273 0.009 0.019 0.019 0.13
H -5.6341 -2.1484 -1.2975 -0.005 -0.026 -0.039 0.09
H -6.4828 0.6991 -1.9347 -0.042 -0.004 0.024 0.12
H -7.6363 -0.5544 -1.5485 -0.012 0.015 -0.004 0.12
H -7.4980 -0.3865 -3.9349 -0.004 -0.016 -0.008 0.12
H -6.8446 -1.9339 -3.4572 -0.025 0.007 -0.005 0.11
H -5.1348 0.5165 -4.1798 0.001 -0.015 0.000 0.08
H -5.5064 -0.8060 -5.2752 -0.019 0.004 0.008 0.08
H -4.5149 -1.1130 -3.8633 -0.025 0.005 -0.005 0.06
O 1.8658 0.1258 1.9402 0.053 0.126 -0.029 0.08
C 1.5656 -0.9652 1.5356 -0.219 -0.376 -0.034 -0.49
N 1.8957 -2.1858 2.0228 -0.117 0.058 0.051 0.18
C 1.4648 -3.3165 1.1998 -0.021 0.055 -0.089 -0.24
C 0.6647 -2.5263 0.1770 0.008 0.025 0.151 -0.45
O 0.1033 -2.9040 -0.8877 -0.052 0.041 -0.114 -0.10
N 0.7297 -1.2166 0.3946 0.354 -0.247 0.261 0.05
C 0.6442 -4.3412 1.9698 0.095 0.043 0.026 -0.15
C 1.1141 -4.7703 3.2061 0.015 -0.007 0.070 -0.01
C 0.4226 -5.7323 3.9238 -0.019 0.000 -0.028 -0.04
C -0.7420 -6.2843 3.4048 0.020 -0.008 0.034 -0.05
C -1.2034 -5.8730 2.1660 0.003 0.041 -0.058 -0.06
C -0.5112 -4.9044 1.4465 -0.089 -0.014 -0.001 -0.04
C 2.6426 -3.9392 0.4218 -0.011 0.142 0.010 -0.14
C 3.8226 -3.2213 0.2445 -0.007 -0.028 0.015 -0.06
C 4.8552 -3.7538 -0.5177 -0.010 -0.002 0.024 -0.07
C 4.7092 -4.9969 -1.1144 -0.044 -0.012 0.011 -0.05
C 3.5313 -5.7120 -0.9374 0.017 0.003 -0.011 -0.04
C 2.5009 -5.1871 -0.1723 -0.044 -0.063 -0.023 -0.01
H 2.4521 -2.2753 2.8569 0.033 -0.014 -0.010 0.17
H 2.0333 -4.3703 3.6189 -0.009 -0.007 -0.015 0.12
H 0.7972 -6.0577 4.8851 -0.005 0.005 -0.013 0.12
H -1.2782 -7.0405 3.9624 0.003 0.012 -0.007 0.12
H -2.1005 -6.3138 1.7490 0.016 -0.001 0.007 0.10
H -0.8632 -4.6181 0.4624 0.024 -0.031 0.032 0.08
H 3.9591 -2.2589 0.7215 0.009 0.008 -0.019 0.12
H 5.7808 -3.2032 -0.6274 -0.019 0.005 -0.004 0.12
H 5.5141 -5.4150 -1.7043 -0.010 0.004 0.013 0.12
H 3.4173 -6.6885 -1.3892 0.001 0.011 0.005 0.12
H 1.5924 -5.7594 -0.0298 0.030 0.013 -0.011 0.12
```
Positions in Å, forces in eV/Å.

For the energy relative to the best compared isomer or geometry (same formula, charge and spin), the calculation gives 8.7 kcal per mole. Its net charge is +2. Its calculated total energy is -335078.766 eV. Its HOMO-LUMO gap is 6.1 eV. The value obtained for the LUMO energy is -7.458 eV. For the highest occupied orbital energy, the calculation gives -13.567 eV.


3.
C26H37N5O7 | ωB97M-V/def2-TZVPD

```
75
Properties=species:S:1:pos:R:3:forces:R:3:lowdin_charge:R:1
C 2.1454 2.7906 -1.9426 0.350 0.119 0.760 0.00
C 2.3022 1.3044 -2.1223 0.562 0.257 0.227 -0.52
O 2.3324 0.8314 -3.2276 0.009 -0.366 -0.710 0.09
N 2.4087 0.5072 -0.9650 -1.769 0.098 0.305 -0.07
C 1.3746 0.9901 0.0069 0.430 -0.181 0.055 -0.05
C 2.0742 -0.8876 -1.2939 0.412 -0.649 -0.690 -0.20
C 3.2107 -1.6609 -1.9825 0.070 0.626 -0.055 -0.17
C 2.7352 -2.6508 -3.0367 0.369 -0.412 0.100 -0.19
C 1.8173 -3.7503 -2.4783 0.445 0.209 0.028 -0.13
C 0.4194 -3.2666 -2.2686 0.639 -0.431 0.052 -0.36
N -0.1042 -3.4121 -1.0583 -0.605 0.305 0.057 0.12
N -1.3144 -2.9103 -0.8627 0.609 -0.286 -0.357 0.12
C -1.8819 -2.3088 -1.8997 -0.924 -0.132 0.159 -0.35
C -3.2056 -1.6575 -1.6738 0.512 0.999 0.489 -0.11
C -2.9426 -0.1402 -1.4263 -0.126 0.036 -0.380 -0.18
C -3.8930 0.7646 -2.2130 0.222 0.399 0.061 -0.16
C -3.4501 0.9764 -3.6380 -0.207 -0.236 -0.646 -0.24
C -2.2012 1.5115 -3.9597 -0.035 0.045 -0.131 -0.05
C -1.8218 1.7069 -5.2824 -0.200 -0.126 -0.218 -0.08
C -2.6719 1.3539 -6.3303 -0.290 -0.056 0.636 -0.09
C -3.9231 0.8292 -6.0209 0.087 -0.048 0.110 -0.08
C -4.3000 0.6359 -4.6937 0.355 0.152 0.092 -0.05
N -1.3760 -2.2076 -3.1314 0.675 -0.320 -0.114 0.14
N -0.1796 -2.7055 -3.3228 -0.736 0.177 0.111 0.13
H 2.5667 3.1268 -0.9979 0.064 0.022 0.058 0.08
H 1.0887 3.0458 -1.9088 -0.102 0.072 -0.237 0.08
H 2.6577 3.3157 -2.7387 -0.165 -0.047 -0.276 0.09
H 1.7033 1.8712 0.5450 -0.007 0.146 -0.038 0.09
H 1.1596 0.2215 0.7414 0.220 -0.102 0.045 0.06
H 0.4355 1.1877 -0.5144 -0.139 0.131 0.105 0.09
H 1.2150 -0.8872 -1.9753 -0.064 0.119 0.015 0.11
H 1.7671 -1.4421 -0.4105 0.049 0.271 0.306 0.11
H 3.8496 -0.9344 -2.4794 0.041 0.037 -0.054 0.11
H 3.8442 -2.1407 -1.2355 -0.074 -0.193 0.087 0.11
H 3.6188 -3.1502 -3.4356 0.062 -0.004 -0.080 0.11
H 2.2774 -2.1297 -3.8755 -0.184 0.066 0.047 0.11
H 2.2357 -4.0796 -1.5287 -0.187 -0.065 0.174 0.11
H 1.8304 -4.6271 -3.1241 -0.194 0.048 -0.226 0.12
H -3.8472 -1.7736 -2.5412 -0.055 -0.172 -0.054 0.11
H -3.6528 -2.0439 -0.7645 -0.237 -0.401 -0.153 0.11
H -2.9809 0.1057 -0.3664 -0.036 -0.169 0.110 0.11
H -1.9314 0.0888 -1.7630 0.103 0.087 0.104 0.08
H -3.9447 1.7478 -1.7402 0.057 0.014 0.151 0.12
H -4.9105 0.3766 -2.1915 -0.069 -0.113 -0.020 0.11
H -1.5018 1.7835 -3.1779 -0.025 0.034 0.077 0.10
H -0.8604 2.1370 -5.5244 0.128 -0.023 0.149 0.10
H -2.3620 1.4838 -7.3551 0.000 0.053 -0.100 0.10
H -4.6183 0.5567 -6.8033 0.036 -0.023 -0.089 0.10
H -5.2647 0.2069 -4.4566 -0.106 0.007 -0.083 0.11
C -0.9227 -1.8365 2.0609 0.002 0.312 -0.202 -0.03
C -0.5872 -0.8135 3.1147 -0.119 -0.426 -0.172 -0.33
C -1.4523 -0.8610 4.3533 0.066 -0.007 0.163 -0.08
O -1.4307 0.5069 4.7917 -0.002 -0.050 -0.098 0.06
C -1.2080 1.2825 3.7019 -0.374 0.072 -0.170 -0.60
O -1.3245 2.4641 3.6774 -0.067 0.013 -0.001 0.16
O -0.8489 0.5233 2.6394 0.111 0.011 0.209 0.07
H -0.2438 -1.7453 1.2153 0.036 -0.101 0.028 0.05
H -0.8461 -2.8491 2.4560 0.042 0.007 0.020 0.10
H -1.9304 -1.6812 1.6756 -0.044 -0.035 0.099 0.08
H 0.4735 -0.8743 3.3778 -0.009 0.074 0.070 0.16
H -1.0557 -1.5148 5.1261 0.024 0.146 0.097 0.14
H -2.4859 -1.1414 4.1383 0.022 -0.010 -0.100 0.14
C 1.3623 2.2127 5.0904 0.492 -0.039 -0.067 -0.01
C 2.0324 1.5338 6.2565 -0.197 0.288 -0.233 -0.32
C 2.6008 2.4713 7.2969 -0.031 -0.004 0.193 -0.09
O 3.6904 1.7089 7.8310 -0.036 0.034 -0.107 0.06
C 4.1000 0.8447 6.8683 0.057 -0.049 -0.015 -0.56
O 5.0939 0.1991 6.9186 -0.008 -0.006 0.001 0.17
O 3.2135 0.8240 5.8404 -0.017 -0.029 0.179 0.08
H 0.9771 1.4703 4.4045 0.012 -0.086 -0.062 0.06
H 0.5434 2.8477 5.4203 -0.066 -0.056 0.017 0.10
H 2.0804 2.8149 4.5315 0.022 0.076 0.114 0.10
H 1.3508 0.8101 6.7137 0.049 -0.003 0.072 0.16
H 1.8904 2.7199 8.0815 0.102 -0.081 0.105 0.14
H 2.9976 3.3925 6.8638 -0.037 -0.026 -0.097 0.14
```
Positions in Å, forces in eV/Å.

Its net charge is 0. The SMILES is CC(=O)N(C)CCCCc1nnc(CCCc2ccccc2)nn1.C[C@@H]1COC(=O)O1.C[C@@H]1COC(=O)O1. Its calculated total energy is -49344.170 eV. Its HOMO-LUMO gap is 8.3 eV. The value obtained for the LUMO energy is -0.819 eV. For the highest occupied orbital energy, the calculation gives -9.076 eV.